[1]
{
  "formula": "C4H7NO2",
  "method": "ωB97M-V with the def2-TZVPD basis set",
  "elements": ["O", "C", "C", "N", "C", "C", "O", "H", "H", "H", "H", "H", "H", "H"],
  "positions_angstrom": [[2.20, -0.09, 0.09], [0.89, 0.06, 0.56], [0.13, 1.28, 0.03], [-1.24, 0.81, -0.27], [-1.31, -0.65, -0.32], [0.05, -1.12, 0.11], [0.50, -2.25, 0.04], [2.39, -1.04, 0.20], [0.88, 0.09, 1.66], [0.07, 2.06, 0.79], [0.63, 1.71, -0.85], [-1.60, 1.23, -1.11], [-1.53, -1.05, -1.32], [-2.07, -1.05, 0.37]],
  "lowdin_charge": [-0.007, -0.309, -0.139, -0.058, -0.130, -0.321, 0.107, 0.097, 0.161, 0.111, 0.124, 0.104, 0.132, 0.126],
  "spin_multiplicity": 1,
  "e_homo_ev": -9.193,
  "gap_ev": 10.0
}

[2]
{
  "formula": "C4H8O",
  "method": "ωB97M-V with the def2-TZVPD basis set",
  "elements": ["O", "C", "C", "C", "C", "H", "H", "H", "H", "H", "H", "H", "H"],
  "positions_angstrom": [[0.14, -0.58, -2.48], [-0.08, -1.43, 0.67], [0.00, -0.11, 0.66], [0.82, 1.09, 0.83], [-0.67, 1.18, 0.51], [-0.68, -1.04, -2.65], [0.79, -2.06, 0.87], [-1.03, -1.94, 0.49], [0.36, -0.84, -1.58], [1.14, 1.35, 1.84], [1.52, 1.37, 0.05], [-1.36, 1.51, 1.29], [-0.94, 1.49, -0.50]],
  "lowdin_charge": [-0.066, 0.032, -0.345, -0.096, -0.098, 0.037, 0.066, 0.067, -0.010, 0.102, 0.106, 0.102, 0.102],
  "spin_multiplicity": 1,
  "e_homo_ev": -10.033,
  "gap_ev": 11.0
}

[3]
{
  "formula": "C4H8O",
  "method": "ωB97M-V with the def2-TZVPD basis set",
  "elements": ["C", "C", "O", "C", "C", "H", "H", "H", "H", "H", "H", "H", "H"],
  "positions_angstrom": [[-0.20, 1.41, 0.26], [0.34, 0.05, -0.16], [1.69, 0.05, -0.56], [-0.59, -0.90, -0.86], [-0.24, -1.10, 0.60], [-1.24, 1.39, 0.60], [-0.14, 2.09, -0.60], [0.38, 1.84, 1.09], [2.21, -0.19, 0.22], [-1.60, -0.59, -1.14], [-0.12, -1.58, -1.57], [-0.87, -0.61, 1.32], [0.30, -1.99, 0.91]],
  "lowdin_charge": [-0.026, -0.590, 0.008, -0.067, -0.086, 0.085, 0.081, 0.084, 0.103, 0.101, 0.109, 0.091, 0.108],
  "spin_multiplicity": 1,
  "e_homo_ev": -9.957,
  "gap_ev": 11.0
}

[4]
{
  "formula": "C12H30IO7P2PdSb",
  "method": "ωB97M-V with the def2-TZVPD basis set",
  "elements": ["Pd", "C", "C", "O", "P", "O", "O", "O", "P", "O", "O", "O", "H", "H", "H", "H", "H", "H", "H", "C", "C", "C", "Sb", "C", "C", "C", "C", "C", "C", "H", "H", "H", "H", "H", "H", "H", "H", "H", "H", "H", "H", "H", "H", "H", "H", "H", "H", "H", "H", "H", "I", "C", "H", "H"],
  "positions_angstrom": [[2.40, 1.89, 0.89], [-1.87, 1.72, -1.92], [-0.71, 2.57, -1.42], [-0.79, 3.91, -1.88], [0.91, 1.98, -2.07], [0.75, 1.54, -3.56], [1.86, 3.23, -1.99], [1.40, 0.86, -1.22], [-0.56, 2.53, 0.41], [-2.03, 2.88, 0.87], [0.50, 3.42, 0.93], [-0.31, 1.04, 0.83], [-1.95, 1.79, -3.00], [-2.81, 2.07, -1.48], [-1.76, 0.66, -1.66], [-1.66, 4.29, -1.69], [0.76, 2.23, -4.24], [1.40, 4.09, -1.94], [-2.11, 3.49, 1.62], [-3.17, -0.58, 0.79], [-2.03, -1.48, 1.24], [-2.30, -2.96, 0.94], [-0.15, -0.90, 0.41], [0.09, -2.03, -1.42], [-0.86, -1.70, -2.56], [1.55, -2.17, -1.81], [1.41, -1.34, 1.79], [1.38, -2.84, 2.06], [1.25, -0.50, 3.05], [-4.07, -0.86, 1.33], [-3.38, -0.70, -0.28], [-2.98, 0.48, 0.98], [-1.87, -1.37, 2.32], [-2.48, -3.13, -0.12], [-3.20, -3.27, 1.47], [-1.49, -3.62, 1.26], [-0.25, -2.96, -0.94], [-0.59, -0.76, -3.05], [-1.90, -1.66, -2.25], [-0.77, -2.49, -3.30], [1.95, -1.24, -2.20], [1.62, -2.93, -2.59], [2.17, -2.50, -0.98], [2.34, -1.08, 1.26], [0.48, -3.13, 2.61], [2.24, -3.11, 2.68], [1.44, -3.44, 1.15], [0.32, -0.73, 3.58], [1.27, 0.57, 2.85], [2.07, -0.73, 3.73], [4.97, 2.16, 0.56], [3.79, 2.23, 2.26], [3.93, 1.37, 2.92], [3.77, 3.18, 2.77]],
  "lowdin_charge": [0.482, -0.037, -0.577, -0.033, 0.468, -0.050, -0.082, -0.363, 0.409, -0.076, -0.277, -0.468, 0.107, 0.102, 0.044, 0.130, 0.131, 0.115, 0.126, -0.111, -0.487, -0.114, 1.808, -0.479, -0.101, -0.104, -0.503, -0.110, -0.123, 0.101, 0.079, 0.055, 0.101, 0.080, 0.101, 0.071, 0.089, 0.066, 0.076, 0.106, 0.068, 0.105, 0.074, 0.087, 0.083, 0.101, 0.075, 0.089, 0.044, 0.100, 1.061, -0.646, -0.005, 0.009],
  "spin_multiplicity": 1,
  "e_homo_ev": -15.325,
  "gap_ev": 8.3,
  "total_charge": 2
}

[5]
{
  "formula": "C30H22Cl2FeN6O4",
  "method": "ωB97M-V with the def2-TZVPD basis set",
  "elements": ["Fe", "Cl", "C", "C", "C", "N", "C", "O", "C", "C", "C", "C", "C", "N", "C", "C", "C", "Cl", "N", "C", "O", "C", "C", "C", "C", "C", "N", "H", "H", "H", "H", "H", "H", "H", "H", "H", "H", "C", "C", "O", "C", "C", "C", "N", "N", "C", "O", "C", "C", "C", "C", "C", "C", "H", "H", "H", "H", "H", "H", "H", "H", "H", "H", "H", "H"],
  "positions_angstrom": [[0.28, -0.67, -0.28], [3.66, -6.22, 1.40], [3.17, -4.77, 0.57], [2.40, -3.85, 1.27], [1.98, -2.68, 0.64], [1.15, -1.67, 1.19], [1.06, -1.58, 2.54], [1.73, -2.23, 3.35], [0.05, -0.63, 3.14], [-0.25, -0.79, 4.49], [-1.17, 0.07, 5.07], [-1.74, 1.07, 4.29], [-1.36, 1.15, 2.96], [-0.49, 0.32, 2.40], [2.36, -2.45, -0.69], [3.15, -3.36, -1.37], [3.55, -4.53, -0.73], [4.54, -5.66, -1.61], [1.80, -1.30, -1.25], [2.32, -0.70, -2.33], [3.42, -0.90, -2.85], [1.36, 0.26, -2.98], [1.76, 1.05, -4.05], [0.81, 1.84, -4.67], [-0.50, 1.81, -4.21], [-0.81, 1.00, -3.13], [0.10, 0.24, -2.53], [2.14, -4.04, 2.29], [0.24, -1.58, 5.04], [-1.44, -0.03, 6.12], [-2.46, 1.76, 4.70], [-1.77, 1.91, 2.31], [3.46, -3.17, -2.38], [2.79, 1.01, -4.36], [1.09, 2.48, -5.50], [-1.27, 2.41, -4.68], [-1.81, 0.96, -2.72], [-1.90, -4.23, -0.21], [-1.72, -2.73, -0.31], [-0.57, -2.35, -0.72], [-2.77, -1.88, 0.00], [-2.67, -0.48, -0.05], [-3.94, 0.33, 0.09], [-1.52, 0.11, -0.21], [-1.48, 1.51, -0.19], [-0.25, 1.91, -0.10], [0.80, 1.15, -0.07], [-0.01, 3.38, -0.05], [-1.00, 4.29, -0.41], [-0.76, 5.65, -0.35], [0.48, 6.12, 0.08], [1.47, 5.22, 0.43], [1.23, 3.85, 0.37], [-1.07, -4.73, -0.69], [-2.84, -4.55, -0.66], [-1.91, -4.51, 0.84], [-3.73, -2.31, 0.26], [-4.68, -0.24, 0.66], [-4.35, 0.53, -0.90], [-3.75, 1.29, 0.57], [-1.96, 3.91, -0.73], [-1.53, 6.35, -0.64], [0.67, 7.19, 0.12], [2.44, 5.58, 0.76], [2.00, 3.13, 0.63]],
  "lowdin_charge": [0.776, 0.620, -0.683, -0.038, -0.177, 0.071, -0.424, 0.009, -0.171, -0.008, -0.075, -0.071, -0.125, 0.135, -0.186, -0.035, -0.687, 0.621, 0.034, -0.435, 0.041, -0.166, 0.004, -0.063, -0.058, -0.111, 0.114, 0.095, 0.110, 0.099, 0.094, 0.098, 0.102, 0.115, 0.102, 0.098, 0.106, -0.017, -0.426, -0.080, -0.030, -0.327, -0.032, -0.058, 0.068, -0.480, -0.103, -0.138, -0.038, -0.099, -0.110, -0.089, -0.018, 0.081, 0.074, 0.085, 0.095, 0.072, 0.082, 0.059, 0.103, 0.094, 0.092, 0.097, 0.116],
  "spin_multiplicity": 2,
  "e_homo_ev": [-4.601, -4.728],
  "gap_ev": [7.2, 7.3],
  "total_charge": -1
}

[6]
{
  "formula": "C2H7N2OP",
  "method": "ωB97M-V with the def2-TZVPD basis set",
  "elements": ["C", "C", "N", "N", "O", "P", "H", "H", "H", "H", "H", "H", "H"],
  "positions_angstrom": [[-0.62, 0.27, 0.36], [-0.75, -1.81, -0.91], [-0.22, -0.36, -0.74], [0.23, 1.80, 0.15], [-1.19, 0.01, 1.36], [1.70, 1.89, 1.09], [-1.11, -2.22, -0.03], [-1.53, -1.90, -1.68], [0.10, -2.47, -1.30], [0.04, 0.31, -1.44], [-0.46, 2.46, 0.51], [2.35, 0.69, 0.30], [1.47, 1.32, 2.31]],
  "lowdin_charge": [-0.532, -0.018, 0.024, -0.355, 0.093, 0.675, 0.049, 0.077, 0.095, 0.115, 0.015, -0.061, -0.176],
  "spin_multiplicity": 1,
  "e_homo_ev": -8.669,
  "gap_ev": 9.4
}

In the order shown, the computed DFT total energy values come out to -361.82914, -232.37437, -232.40308, -2350.04997, -3970.18708, -606.45620 Ha.